Record 1
The following is a quantum chemistry calculation of a gas-phase ion, C4H11N2 (charge +2) at a distorted geometry, from OMol25.

HOMO (alpha / beta) in eV: -19.443 / -19.453
ΔE to the lowest compared entry with this formula, charge and spin in kcal per mole: 66.12
Multiplicity: 2
Total charge: +2
HOMO-LUMO gap (alpha / beta) in eV: 12.00 / 6.76

Positions of all 17 atoms, in Å:
1 C -1.20236 0.50066 1.52887
2 C 0.39385 0.42525 1.27692
3 C 0.91650 0.51320 -0.10929
4 C 1.02445 -0.47316 -0.93990
5 N 1.18439 -0.29641 -2.49468
6 N -1.81789 -0.81743 1.15613
7 H -1.53831 1.39758 1.19397
8 H -1.34525 0.50595 2.73422
9 H 0.76222 -0.48055 1.82464
10 H 0.85753 1.29974 1.73393
11 H 1.15519 1.56805 -0.59175
12 H 0.48288 -1.38805 -0.64406
13 H 1.70633 0.55891 -2.80363
14 H 1.87295 -0.98773 -2.84317
15 H 0.30479 -0.23303 -3.03277
16 H -2.51537 -1.24289 1.78159
17 H -2.24190 -0.85008 0.22898

Record 2
The following is a quantum chemistry calculation of 14 unconnected molecules or ions with the total composition C65H171N15O20 at a distorted geometry, from OMol25.

HOMO in eV: -8.186
ΔE to the lowest compared entry with this formula, charge and spin in kcal per mole: 84.37
Multiplicity: 1
Total charge: 0
HOMO-LUMO gap in eV: 8.54

Positions of all 271 atoms, in Å:
1 C -0.51927 -6.58252 -13.37533
2 C -0.00672 -7.41000 -12.25048
3 C 1.30956 -8.27888 -12.49081
4 O 1.41026 -9.14025 -11.37489
5 C 2.54065 -9.92981 -11.40676
6 N 0.23200 -6.54521 -11.02732
7 H 0.27115 -5.99584 -13.84347
8 H -1.29962 -5.90220 -13.03432
9 H -0.85320 -7.31711 -14.10811
10 H -0.82763 -8.09624 -12.04245
11 H 2.16932 -7.61304 -12.41624
12 H 1.25603 -8.75022 -13.47217
13 H 3.39406 -9.30848 -11.67835
14 H 2.44550 -10.81970 -12.02896
15 H 2.68169 -10.14422 -10.34740
16 H 0.43694 -7.22025 -10.30452
17 H -0.64543 -6.13015 -10.74813
18 C 1.48720 -11.10436 -4.59461
19 C 2.01602 -10.09805 -3.52946
20 C 3.35009 -9.42562 -3.92112
21 O 3.92140 -8.68862 -2.93515
22 C 3.94053 -9.34504 -1.60536
23 N 0.97525 -9.07130 -3.44004
24 H 1.05489 -10.64495 -5.48351
25 H 0.66598 -11.63716 -4.11520
26 H 2.19688 -11.87655 -4.89155
27 H 2.04800 -10.63231 -2.57990
28 H 3.22055 -8.72271 -4.74406
29 H 4.13637 -10.13485 -4.17972
30 H 2.98310 -9.43406 -1.09205
31 H 4.44509 -8.60705 -0.98173
32 H 4.60356 -10.20602 -1.52043
33 H 0.33555 -8.89658 -4.20184
34 H 1.55168 -8.27010 -3.22573
35 C -9.03093 1.51820 -3.36187
36 C -10.29152 0.80051 -3.76495
37 C -10.64190 0.82111 -5.32251
38 O -11.92332 0.37740 -5.64220
39 C -12.37982 -0.91302 -5.23452
40 N -9.86813 -0.57293 -3.39382
41 H -8.80759 1.49227 -2.29532
42 H -9.19135 2.49958 -3.80825
43 H -8.16545 1.00046 -3.77537
44 H -11.09256 1.00429 -3.05438
45 H -9.92490 0.28869 -5.94746
46 H -10.59863 1.87259 -5.60641
47 H -11.65949 -1.63547 -5.61833
48 H -13.38745 -1.12524 -5.59193
49 H -12.59402 -0.94615 -4.16628
50 H -8.97455 -0.66726 -3.85503
51 H -10.55182 -1.22417 -3.75234
52 C -7.19481 2.99715 8.93326
53 C -7.06516 1.79222 8.05574
54 C -8.15880 1.92365 6.95492
55 O -7.90840 0.99411 5.89150
56 C -8.83469 1.07386 4.88428
57 N -5.63085 1.93173 7.59650
58 H -6.68231 3.86134 8.51062
59 H -6.72510 2.82874 9.90233
60 H -8.20779 3.28761 9.21181
61 H -7.17596 0.86014 8.60986
62 H -7.91115 2.90900 6.56014
63 H -9.16996 1.78449 7.33742
64 H -9.76302 0.55464 5.12243
65 H -8.50586 0.55500 3.98386
66 H -9.27978 2.02901 4.60556
67 H -5.45608 2.91134 7.42352
68 H -5.71111 1.54989 6.66491
69 C 5.74219 -4.27938 10.03393
70 C 4.92044 -5.21612 9.04592
71 C 3.97607 -4.43223 8.12857
72 O 4.67705 -3.46236 7.37612
73 C 3.73605 -2.71722 6.48391
74 N 5.94344 -6.00879 8.42080
75 H 5.12159 -3.53973 10.53976
76 H 6.61534 -3.80563 9.58531
77 H 6.22168 -4.81833 10.85108
78 H 4.23733 -5.81333 9.64992
79 H 3.21507 -3.87697 8.67689
80 H 3.41006 -5.05384 7.43479
81 H 3.74354 -3.19804 5.50572
82 H 4.04650 -1.67630 6.39324
83 H 2.74353 -2.62633 6.92520
84 H 6.66128 -5.38708 8.07689
85 H 5.46775 -6.44349 7.64308
86 C 7.24884 8.94779 2.31086
87 C 7.49100 7.51402 1.71318
88 C 6.30531 6.70290 1.02497
89 O 6.73711 5.61714 0.22327
90 C 5.71634 4.66098 -0.07184
91 N 8.61473 7.64863 0.77556
92 H 6.83819 9.63283 1.56913
93 H 8.17111 9.42770 2.63828
94 H 6.52749 8.88104 3.12529
95 H 8.02372 6.97647 2.49762
96 H 5.74471 7.42768 0.43461
97 H 5.62450 6.33028 1.79032
98 H 5.57037 3.82942 0.61758
99 H 6.06065 4.37330 -1.06522
100 H 4.75259 5.14875 -0.21809
101 H 8.59446 6.82800 0.18712
102 H 9.54314 7.58081 1.16741
103 C -2.10797 -1.14814 1.21976
104 C -1.11516 -0.52830 0.16108
105 C -1.73850 -0.33415 -1.27103
106 O -1.97426 -1.59524 -1.91222
107 C -1.32736 -1.81451 -3.17134
108 N -0.70661 0.74149 0.79220
109 H -1.63613 -1.01202 2.19286
110 H -2.35147 -2.19123 1.01788
111 H -3.02866 -0.58852 1.05467
112 H -0.19030 -1.10087 0.09115
113 H -1.21837 0.39943 -1.88700
114 H -2.69643 0.17169 -1.15022
115 H -1.46352 -0.96211 -3.83689
116 H -1.75177 -2.70818 -3.62886
117 H -0.30209 -2.05121 -2.88689
118 H -1.52540 1.02856 1.30916
119 H -0.72868 1.42060 0.04493
120 C 6.37798 -14.56280 2.00410
121 O 5.71621 -15.12393 3.13677
122 C 4.78870 -14.23605 3.83458
123 C 3.87068 -14.85821 4.87805
124 N 2.58316 -14.19090 4.98676
125 C 2.66530 -12.81160 5.32384
126 C 1.31612 -12.17652 5.15161
127 O 1.32695 -11.71459 3.83088
128 C 0.18216 -10.85846 3.52552
129 H 5.58419 -14.66964 1.26478
130 H 7.27697 -15.12156 1.74390
131 H 6.61710 -13.49955 2.02479
132 H 4.21138 -13.81629 3.01080
133 H 5.29362 -13.40596 4.32867
134 H 4.34149 -14.85506 5.86112
135 H 3.82322 -15.93564 4.72001
136 H 1.99933 -14.21687 4.16301
137 H 3.39326 -12.22204 4.76653
138 H 3.06314 -12.74471 6.33644
139 H 1.07458 -11.35297 5.82355
140 H 0.50014 -12.89056 5.26312
141 H -0.75793 -11.40999 3.51448
142 H 0.32505 -10.45793 2.52189
143 H 0.17788 -9.93239 4.10040
144 C -3.34771 11.73251 -8.96800
145 O -2.21088 10.85108 -8.97942
146 C -1.61666 10.51888 -10.17435
147 C -2.34929 9.51883 -11.07252
148 N -2.47266 8.21660 -10.50491
149 C -2.65786 7.18931 -11.54252
150 C -2.76285 5.79623 -10.89731
151 O -3.79893 5.70166 -9.92761
152 C -3.99746 4.49579 -9.19336
153 H -3.05232 12.61842 -9.53016
154 H -3.57621 11.99924 -7.93614
155 H -4.23510 11.13166 -9.16706
156 H -0.68157 10.09653 -9.80648
157 H -1.26427 11.39853 -10.71299
158 H -1.76384 9.34255 -11.97489
159 H -3.29145 9.98345 -11.36331
160 H -3.13831 8.11111 -9.75266
161 H -1.80788 7.07997 -12.21609
162 H -3.42160 7.48565 -12.26153
163 H -1.83332 5.43093 -10.46070
164 H -3.05968 5.00059 -11.58065
165 H -3.83717 4.84341 -8.17279
166 H -3.26658 3.70211 -9.34826
167 H -5.01667 4.19153 -9.43152
168 C -0.12213 -0.56327 12.37554
169 O -0.85360 -1.80890 12.13628
170 C -2.20843 -1.66627 11.61698
171 C -2.70553 -3.13290 11.41301
172 N -2.18367 -3.72861 10.22845
173 C -2.43037 -3.16901 8.84533
174 C -3.99909 -3.41311 8.31118
175 O -4.01039 -4.45561 7.34957
176 C -5.26138 -4.50442 6.68951
177 H 0.85760 -0.76927 12.80655
178 H -0.45144 0.09540 13.17916
179 H -0.00725 0.01389 11.45804
180 H -2.19874 -1.14209 10.66135
181 H -2.84135 -1.11081 12.30907
182 H -3.78162 -3.27710 11.50962
183 H -2.30074 -3.67745 12.26607
184 H -1.30766 -4.20454 10.39033
185 H -1.73842 -3.58093 8.11075
186 H -2.25715 -2.09347 8.88159
187 H -4.36055 -2.50545 7.82785
188 H -4.71485 -3.60974 9.10938
189 H -5.50644 -3.64776 6.06168
190 H -6.10059 -4.75005 7.34028
191 H -5.12301 -5.16870 5.83648
192 C -1.03942 9.16658 12.57461
193 O -0.29984 8.03459 12.23337
194 C 0.03899 8.06810 10.83293
195 C 0.88649 7.02205 10.38646
196 N 1.08712 7.03522 8.94934
197 C 1.71935 5.93748 8.36164
198 C 3.17676 5.79557 8.72940
199 O 3.91053 6.97021 8.44237
200 C 5.25859 6.85179 8.94971
201 H -0.33606 9.96929 12.79605
202 H -1.84907 9.08832 13.30016
203 H -1.65183 9.58294 11.77481
204 H 0.64302 8.95014 10.62014
205 H -0.81318 8.19296 10.16487
206 H 0.43444 6.09710 10.74456
207 H 1.76919 7.17580 11.00719
208 H 1.55643 7.92880 8.91257
209 H 1.47357 5.96279 7.30001
210 H 1.20425 5.02124 8.65025
211 H 3.58537 4.99942 8.10708
212 H 3.29131 5.36316 9.72338
213 H 5.38824 7.01488 10.01961
214 H 5.75488 7.69782 8.47429
215 H 5.76357 6.00970 8.47644
216 C -3.65809 10.05274 2.08026
217 O -4.02311 9.82261 0.71210
218 C -2.99819 10.16257 -0.28501
219 C -1.84089 9.08193 -0.36243
220 N -0.69730 9.37300 -1.26354
221 C -0.99810 9.37328 -2.68884
222 C -1.72331 8.14429 -3.24269
223 O -0.95783 6.92939 -3.33359
224 C 0.07499 6.95937 -4.25357
225 H -4.61387 9.73133 2.49410
226 H -3.35798 11.08942 2.23303
227 H -2.86654 9.42008 2.48188
228 H -2.49264 11.09420 -0.03089
229 H -3.48607 10.16948 -1.25971
230 H -2.31475 8.11495 -0.53134
231 H -1.40318 9.03635 0.63479
232 H -0.16976 8.51436 -1.19603
233 H -0.11191 9.76361 -3.18925
234 H -1.72180 10.17409 -2.84070
235 H -2.05043 8.31845 -4.26775
236 H -2.66344 7.83270 -2.78754
237 H 0.50854 5.96245 -4.33286
238 H 0.83467 7.52005 -3.70895
239 H -0.22587 7.24980 -5.26017
240 C 5.90599 -0.51643 -7.25222
241 O 7.08140 0.32234 -7.01252
242 C 7.10164 1.22592 -8.01950
243 C 8.37963 2.00080 -7.70366
244 N 8.16690 3.17349 -6.83043
245 C 9.41568 3.85484 -6.40832
246 C 10.13137 4.60446 -7.51215
247 O 9.76130 5.99304 -7.57011
248 C 8.33601 6.19173 -7.99526
249 H 5.58525 -0.71963 -6.23049
250 H 6.28129 -1.46847 -7.62753
251 H 5.00928 -0.13966 -7.74422
252 H 6.27426 1.91918 -8.17094
253 H 7.12992 0.66285 -8.95237
254 H 8.70304 2.47807 -8.62871
255 H 9.11547 1.32059 -7.27476
256 H 7.38127 3.02604 -6.21306
257 H 10.00340 3.21054 -5.75444
258 H 9.10867 4.65034 -5.72933
259 H 10.11281 4.08207 -8.46864
260 H 11.18642 4.54158 -7.24570
261 H 7.68411 5.93299 -7.16088
262 H 7.97891 5.54170 -8.79404
263 H 8.16995 7.25044 -8.19434
264 C -6.68260 -4.53158 -5.89403
265 O -6.50225 -3.40482 -6.33382
266 N -6.34653 -4.81294 -4.66236
267 N -7.42923 -5.45497 -6.45447
268 H -6.46289 -5.71845 -4.23039
269 H -5.54963 -4.28334 -4.33902
270 H -7.50667 -6.41054 -6.13667
271 H -7.84729 -5.20599 -7.33954

Record 3
The following is a quantum chemistry calculation of 12 unconnected molecules or ions with the total composition C41H90O26S4 at a distorted geometry, from OMol25.

HOMO in eV: -9.206
ΔE to the lowest compared entry with this formula, charge and spin in kcal per mole: 20.77
Multiplicity: 1
Total charge: 0
HOMO-LUMO gap in eV: 9.25
SMILES: CCOS(C)(=O)=O.CCOS(C)(=O)=O.CCOS(C)(=O)=O.CCOS(C)(=O)=O.COC(=O)OC.COC(=O)OC.COC(=O)OC.C1CCOC1.C1CCOC1.C1CCOC1.C1CCOC1.C1CCOC1

Positions of all 161 atoms, in Å:
1 C 4.52876 0.04776 0.17742
2 C 5.40506 -0.48044 1.30270
3 O 5.62234 0.49941 2.30246
4 S 7.07379 0.50028 3.02100
5 C 6.61208 1.55314 4.40541
6 O 7.37379 -0.85010 3.42847
7 O 8.02041 1.20259 2.18338
8 H 4.95795 0.99987 -0.15714
9 H 3.53721 0.41768 0.45558
10 H 4.40330 -0.60804 -0.67830
11 H 4.94924 -1.38056 1.72425
12 H 6.37102 -0.76482 0.87508
13 H 7.48592 1.73406 5.02953
14 H 5.83989 1.00594 4.93914
15 H 6.30877 2.55040 4.09663
16 C -1.79126 -2.27617 3.36764
17 C -1.59031 -2.68757 4.81349
18 O -2.27366 -3.96583 4.90748
19 S -2.28090 -4.68983 6.32927
20 C -0.52646 -4.96319 6.58967
21 O -2.80320 -3.81440 7.35509
22 O -2.91729 -5.95932 6.16920
23 H -1.28420 -2.99815 2.72706
24 H -1.40492 -1.27022 3.20574
25 H -2.84527 -2.33309 3.10674
26 H -0.51992 -2.77675 5.01978
27 H -1.95615 -2.00461 5.58086
28 H -0.12103 -4.01603 6.93379
29 H -0.15679 -5.32996 5.63587
30 H -0.42151 -5.71590 7.36567
31 C -0.20301 5.27601 -7.42559
32 C 0.32574 6.07530 -6.21821
33 O 0.01118 5.24243 -5.08862
34 S 0.35796 5.83750 -3.60432
35 C -0.78405 7.22344 -3.50095
36 O -0.07841 4.84858 -2.65860
37 O 1.70280 6.36940 -3.67215
38 H 0.48427 4.44512 -7.57476
39 H -0.13141 5.92249 -8.30327
40 H -1.23486 4.95188 -7.32851
41 H 1.40751 6.18154 -6.25345
42 H -0.20049 7.03121 -6.21651
43 H -0.56891 7.65976 -2.53083
44 H -1.75922 6.74992 -3.59110
45 H -0.63791 7.86995 -4.35874
46 C -4.28701 5.98828 -5.94631
47 C -3.65273 5.12517 -4.86199
48 O -4.19581 3.81377 -4.75755
49 S -3.96958 2.96805 -3.37841
50 C -2.29918 2.27976 -3.62250
51 O -3.97292 3.88334 -2.25140
52 O -4.87074 1.86127 -3.48947
53 H -5.35181 6.17922 -5.93115
54 H -3.96541 5.51555 -6.88044
55 H -3.69289 6.90553 -5.96863
56 H -2.56001 5.14957 -4.87950
57 H -3.79159 5.60006 -3.87986
58 H -1.61261 3.09933 -3.82521
59 H -2.31982 1.56231 -4.43630
60 H -2.07926 1.80844 -2.66424
61 C -2.17090 5.54270 0.12586
62 O -2.72415 6.37333 1.11519
63 C -3.17441 5.87635 2.25509
64 O -3.07366 4.75394 2.65628
65 O -3.84203 6.86755 2.85325
66 C -4.23485 6.63686 4.19396
67 H -2.95569 5.07280 -0.47518
68 H -1.65577 4.65581 0.51061
69 H -1.48024 6.07998 -0.51498
70 H -3.37642 6.61325 4.86020
71 H -4.81610 5.71981 4.32366
72 H -4.96925 7.39073 4.47133
73 C 0.39963 -1.76955 0.53439
74 O 0.82835 -0.70362 -0.29049
75 C 0.24469 0.46864 -0.21315
76 O -0.89781 0.62667 0.14716
77 O 1.07370 1.41416 -0.61331
78 C 0.80053 2.77640 -0.35422
79 H 0.39875 -1.44915 1.57544
80 H 1.14369 -2.55144 0.38355
81 H -0.54381 -2.20598 0.20129
82 H 0.85247 3.12760 0.67036
83 H -0.10825 3.10375 -0.86706
84 H 1.51024 3.34382 -0.96033
85 C 3.36032 2.75333 4.51422
86 O 2.01616 3.10315 4.28505
87 C 1.23455 2.27095 3.58895
88 O 1.55908 1.29658 2.97309
89 O -0.00511 2.73033 3.70597
90 C -0.96569 2.21675 2.80834
91 H 3.95049 3.67258 4.47344
92 H 3.83694 2.11573 3.76809
93 H 3.48166 2.35743 5.52369
94 H -0.72858 2.45642 1.77458
95 H -1.93867 2.64079 3.03375
96 H -1.08485 1.13121 2.77085
97 C -2.56606 -3.62917 -4.46827
98 C -2.32815 -2.16835 -4.21434
99 C -1.16398 -2.10569 -3.25427
100 O -0.39111 -3.28983 -3.52148
101 C -1.24049 -4.33114 -4.02621
102 H -2.84900 -3.82933 -5.50483
103 H -3.46219 -3.97941 -3.95081
104 H -3.19856 -1.76905 -3.68693
105 H -2.17776 -1.63835 -5.15427
106 H -1.45366 -2.17508 -2.19730
107 H -0.54377 -1.21006 -3.30908
108 H -1.59015 -4.98837 -3.23185
109 H -0.68942 -4.81563 -4.82563
110 C 3.19447 -3.66252 2.76875
111 C 3.58192 -2.99273 4.07831
112 C 3.45088 -4.14075 5.07003
113 O 2.37170 -4.95354 4.54441
114 C 2.02820 -4.52829 3.21982
115 H 4.02025 -4.29038 2.42893
116 H 2.98170 -2.90041 2.01827
117 H 2.94030 -2.14602 4.34057
118 H 4.56535 -2.52579 3.97548
119 H 3.06952 -3.83242 6.04160
120 H 4.37052 -4.72707 5.07166
121 H 1.09498 -3.95133 3.27432
122 H 1.83408 -5.41511 2.61841
123 C 4.15970 -1.76288 -3.28636
124 C 3.00776 -2.31575 -2.52956
125 C 3.67186 -3.52597 -1.81679
126 O 4.63600 -3.98466 -2.75328
127 C 4.96904 -2.97151 -3.72294
128 H 4.80806 -1.06466 -2.75079
129 H 3.77461 -1.21654 -4.15314
130 H 2.25124 -2.56347 -3.27830
131 H 2.52448 -1.54646 -1.92251
132 H 2.89440 -4.28523 -1.70369
133 H 4.20580 -3.30875 -0.88655
134 H 4.68971 -3.28360 -4.73094
135 H 6.03942 -2.77409 -3.66183
136 C -4.15351 -0.69499 1.34941
137 C -5.09315 0.36206 0.78675
138 C -4.34976 0.80372 -0.45503
139 O -3.85179 -0.39107 -0.98240
140 C -3.62006 -1.35627 0.04620
141 H -4.75582 -1.33495 1.99829
142 H -3.37600 -0.29160 1.99613
143 H -5.35273 1.19674 1.44264
144 H -6.05518 -0.07771 0.51093
145 H -3.49474 1.46898 -0.23690
146 H -4.94079 1.28655 -1.23221
147 H -2.53678 -1.46158 0.12643
148 H -4.14119 -2.28197 -0.19200
149 C -1.24213 -5.87205 -0.61309
150 C -0.93902 -7.33914 -0.27516
151 C 0.29750 -7.28121 0.61536
152 O 0.90653 -6.04452 0.27446
153 C 0.20017 -5.37969 -0.75248
154 H -1.72214 -5.32865 0.20527
155 H -1.96078 -5.80511 -1.42691
156 H -0.86288 -8.01029 -1.13083
157 H -1.79945 -7.71708 0.28784
158 H 0.93855 -8.15477 0.48686
159 H -0.06655 -7.31576 1.64666
160 H 0.63508 -5.63537 -1.72386
161 H 0.24353 -4.30489 -0.58433

Q: Which value of multiplicity does entry 2 give?
A: 1